Computed, not measured: a 11-piece molecular cluster, C12H46N6O11 overall at a distorted geometry, with the ωB97M-V functional and the def2-TZVPD basis.

Structure (XYZ):
```
75
Properties=species:S:1:pos:R:3:forces:R:3:mulliken_charge:R:1
N -0.032533 -2.174147 1.600813 -4.23 1.65 6.07 0.4247
C 0.089467 -3.427147 1.401813 -1.87 -6.95 5.34 0.4984
N 0.939467 -3.683147 0.461813 3.22 -4.08 -4.67 -0.4569
O -0.428533 -4.419147 2.197813 1.81 4.61 -3.83 -0.8165
H -0.676533 -2.012147 2.463813 1.65 0.34 -2.45 0.1911
H 0.252467 -1.538147 0.944813 0.43 2.32 -1.78 -0.4218
H 1.136467 -4.702147 0.175813 -0.38 2.34 1.17 0.3179
H 1.542467 -3.004147 -0.028187 -0.37 -0.24 0.47 0.1885
N -0.591533 -3.811147 -1.940187 -0.07 -2.30 4.61 -0.3834
C 0.160467 -3.161147 -2.783187 7.40 2.42 1.19 0.2424
N -0.526533 -2.966147 -3.868187 0.03 0.51 -5.22 -0.4530
O 1.413467 -2.658147 -2.556187 -6.51 -2.39 -0.94 -0.6174
H -0.206533 -3.811147 -0.959187 -0.40 -0.58 -1.05 0.1527
H -1.241533 -4.550147 -2.212187 0.48 0.47 0.09 0.2593
H -0.004533 -2.577147 -4.669187 -0.61 -0.53 0.49 0.2965
H -1.395533 -3.490147 -4.034187 0.88 0.45 -0.11 0.2760
N -2.045533 -0.868147 -3.155187 0.49 1.04 -2.08 -0.1191
C -2.751533 -0.945147 -2.055187 -5.29 7.11 1.65 0.0233
N -2.528533 -1.944147 -1.266187 0.76 -2.85 1.47 -0.0900
O -3.635533 0.146853 -1.728187 4.20 -5.51 -1.38 -0.7335
H -2.187533 -0.082147 -3.786187 -0.10 -0.42 0.52 0.2580
H -1.463533 -1.643147 -3.436187 -0.10 0.54 -0.13 0.3114
H -2.935533 -1.951147 -0.333187 -0.23 0.15 0.01 0.3025
H -1.807533 -2.700147 -1.458187 -1.42 1.61 0.10 0.3855
C -0.688533 1.878853 -1.113187 0.40 -0.17 1.34 -0.9424
C -0.786533 0.692853 -0.148187 0.02 0.33 0.38 1.0073
O -0.013533 -0.400147 -0.708187 -0.69 0.10 0.48 1.0076
H 0.385467 2.053853 -1.250187 -0.25 -0.29 -0.50 -0.1450
H -1.000533 2.798853 -0.622187 -0.61 0.03 -0.05 0.3331
H -1.248533 1.680853 -2.005187 -0.13 0.17 -0.57 0.2810
H -1.840533 0.398853 0.187813 1.32 0.24 -0.91 -0.2703
H -0.232533 1.003853 0.741813 -0.10 -0.26 0.08 -0.4698
H -0.593533 -0.819147 -1.356187 0.33 0.08 0.00 -0.6078
C 2.020467 0.820853 -3.103187 -0.72 -1.00 0.11 -0.1877
O 3.178467 0.680853 -3.960187 -1.27 -0.11 0.66 -0.5445
H 2.171467 0.353853 -2.101187 0.06 0.34 -0.75 -0.1134
H 1.071467 0.349853 -3.521187 1.32 0.37 0.16 0.0257
H 1.808467 1.872853 -2.950187 -0.05 0.14 0.12 0.4336
H 3.454467 1.589853 -4.016187 0.68 0.28 -0.32 0.3469
C 1.050467 0.565853 3.516813 -0.36 0.71 1.13 -0.1039
O 2.147467 1.453853 3.781813 0.54 -0.56 0.40 -0.6448
H 0.665467 0.377853 4.514813 -0.68 -0.69 -0.16 0.4907
H 1.285467 -0.344147 2.990813 0.52 -0.36 -0.06 0.1062
H 0.281467 1.086853 2.956813 -0.02 0.15 -0.06 -0.1884
H 2.507467 1.154853 4.647813 -0.08 0.57 -1.17 0.3531
C -2.903533 2.093853 2.700813 -0.06 1.22 1.47 -0.5651
O -2.132533 1.141853 3.372813 0.23 -2.17 0.48 -0.4556
H -3.870533 2.334853 3.245813 0.85 -0.45 -1.01 0.2482
H -2.988533 1.776853 1.674813 -0.47 0.01 -0.26 0.2076
H -2.240533 2.941853 2.782813 -0.50 1.22 -0.77 0.2807
H -1.885533 1.444853 4.249813 -0.17 0.11 -0.05 0.2688
C -4.907533 -1.477147 1.278813 -0.32 3.39 0.52 -0.6788
O -3.567533 -1.866147 1.270813 0.97 -0.60 0.00 -0.5959
H -5.369533 -1.739147 2.207813 -0.54 -0.64 0.48 0.3062
H -5.486533 -1.784147 0.419813 0.26 -0.35 -0.23 0.2938
H -4.890533 -0.328147 1.298813 -0.54 -1.41 -0.40 0.1993
H -3.085533 -1.190147 1.762813 0.07 -0.26 -0.05 0.2696
C 0.921467 3.846853 1.495813 0.23 1.45 -1.19 -0.6081
O 1.514467 2.652853 1.200813 0.98 -1.66 -2.49 0.2008
H 0.092467 3.585853 2.063813 -1.89 0.53 1.49 0.0933
H 0.563467 4.388853 0.567813 0.55 -0.78 0.86 0.2467
H 1.658467 4.446853 1.999813 -0.15 0.87 0.52 0.3673
H 1.770467 2.182853 1.982813 0.49 -0.07 0.79 -0.0127
C 3.972467 4.258853 -0.561187 0.02 0.82 -0.63 -0.6622
O 3.168467 3.268853 -1.113187 -0.99 -0.33 -0.87 -0.4908
H 4.927467 4.250853 -1.094187 0.01 -0.02 0.45 0.2599
H 4.017467 4.018853 0.467813 0.99 0.11 1.37 0.2411
H 3.553467 5.280853 -0.631187 0.00 -0.25 -0.22 0.2387
H 2.448467 3.146853 -0.479187 0.04 -0.49 -0.11 0.2340
C 3.008467 -0.886147 0.719813 -0.81 -0.35 0.09 -0.4905
O 3.389467 -1.665147 -0.420187 -0.14 0.39 0.64 -0.6569
H 2.992467 -1.506147 1.614813 -0.58 -0.74 -0.18 0.4221
H 2.036467 -0.388147 0.567813 0.31 -0.25 0.07 -0.1262
H 3.684467 -0.149147 1.097813 1.04 0.93 -0.83 0.4875
H 2.909467 -1.363147 -1.206187 0.10 -0.02 0.22 0.2736
```
Positions in Å, forces in eV/Å.

The lowest unoccupied orbital energy is 0.00 eV. Its structure (SMILES) is NC(N)=O.NC(N)=O.NC(N)=O.CCO.CO.CO.CO.CO.CO.CO.CO. For the HOMO-LUMO gap, the calculation gives 8.84 eV. Its largest force on an atom is 9.01 eV Å⁻¹. The energy above the lowest of the compared OMol25 structures with the same formula, charge and spin is 838.7 kJ/mol.